The following is a DFT calculation (ωB97M-V/def2-TZVPD) of a cluster of 2 separate species, C27H22F2N in total in a non-equilibrium geometry.

HOMO level	-10.82	eV
multiplicity	1
total charge	+1
gap between HOMO and LUMO	0.15971	hartree
molar mass	398.48	g mol⁻¹
energy relative to the best compared isomer or geometry (same formula, charge and spin)	0.00	kJ/mol

Last column: Mulliken charge in e.
Element x y z (Å)
F (-3.02740, 6.29931, 1.04019)  -0.2890
F (3.17058, 6.28044, 1.01706)  -0.2892
N (0.16108, -2.58449, -0.93619)  -0.3509
C (-0.52885, -4.54725, -4.63454)  -0.4555
C (-0.31865, -3.93626, -3.39379)  -0.4355
C (-2.36127, 2.22188, 1.09987)  -0.6127
C (-0.89325, -4.04967, 3.72972)  -0.4554
C (4.03883, 4.06811, 1.02947)  -0.4439
C (0.44910, -1.83881, 0.30787)  -0.4579
C (-0.01884, -2.60711, 1.50772)  0.3905
C (1.34969, 3.08665, 1.11469)  1.2496
C (0.71422, -2.02549, -4.52285)  -0.5175
C (-2.80383, 4.94129, 1.06001)  0.0398
C (-0.11816, -3.89781, -5.81149)  -0.3943
C (3.77950, 2.68610, 1.05918)  -0.5946
C (0.51365, -2.05168, -2.03638)  -0.3199
C (0.50325, -2.63687, -5.75380)  -0.5094
C (-1.49280, 4.49814, 1.10786)  -0.6222
C (0.06077, 2.49278, 1.15565)  -0.5614
C (-1.22480, 3.09464, 1.12142)  1.2466
C (0.30207, -2.67737, -3.34278)  0.8339
C (1.62541, 4.48828, 1.08092)  -0.6883
C (0.84795, -3.50922, 2.13073)  -0.3069
C (-3.65631, 2.70809, 1.05653)  -0.5992
C (0.41190, -4.22985, 3.24645)  -0.5675
C (-1.32481, -2.43174, 1.97473)  -0.3766
C (2.48166, 2.20801, 1.10379)  -0.6688
C (-1.76222, -3.15271, 3.09040)  -0.5954
C (-3.90787, 4.09174, 1.03464)  -0.4319
C (2.93930, 4.92378, 1.04290)  0.0499
H (1.09382, -4.92613, 3.73869)  0.3767
H (-1.98476, -1.73627, 1.44871)  0.4048
H (1.85555, -3.63765, 1.72677)  0.3983
H (0.83145, 5.22170, 1.08462)  0.6124
H (0.82132, -2.13463, -6.66993)  0.3664
H (-0.69549, 5.22751, 1.13719)  0.6917
H (-0.07050, -0.86532, 0.27233)  0.0782
H (-4.91544, 4.49138, 1.00195)  0.4755
H (-0.62212, -4.40638, -2.45583)  0.4186
H (1.19243, -1.04878, -4.43597)  0.2994
H (1.01097, -1.05896, -2.08247)  0.2556
H (2.28494, 1.13348, 1.13013)  0.4280
H (-0.28155, -4.37373, -6.78047)  0.3620
H (-1.01105, -5.52553, -4.67933)  0.3696
H (-2.77936, -3.00780, 3.45984)  0.3681
H (0.05683, 1.40257, 1.23284)  0.2794
H (1.53725, -1.66894, 0.38573)  0.4608
H (4.61531, 1.98622, 1.04768)  0.4179
H (-4.49631, 2.01328, 1.03901)  0.4184
H (5.04876, 4.46180, 0.99761)  0.4767
H (-2.16972, 1.14592, 1.11563)  0.3992
H (-1.23226, -4.60666, 4.60532)  0.3760

Cartesian forces, eV/Å:
F 0.29 -1.62 0.04
F -0.30 -1.62 0.03
N 0.25 0.48 -0.18
C 0.18 0.39 0.07
C 0.08 0.08 -0.60
C 0.62 -0.03 0.04
C 0.11 0.19 -0.27
C -0.66 -0.71 0.03
C 0.11 -0.15 -0.63
C -0.07 -0.01 0.18
C 0.94 0.19 0.00
C -0.27 -0.45 0.61
C 0.27 1.29 0.01
C 0.09 0.22 0.29
C 0.27 0.26 -0.02
C 0.12 0.37 0.53
C -0.17 -0.34 -0.02
C -0.38 -0.20 -0.06
C -0.02 0.51 0.05
C -0.91 0.18 0.03
C -0.19 -0.43 -0.42
C 0.37 -0.21 -0.04
C -0.41 0.05 0.21
C -0.27 0.25 -0.03
C -0.20 0.14 -0.08
C 0.34 -0.33 0.32
C -0.62 -0.04 0.05
C 0.19 -0.03 -0.05
C 0.65 -0.72 0.03
C -0.26 1.29 0.00
H -0.27 0.19 -0.12
H 0.10 -0.23 0.21
H -0.29 -0.02 0.21
H 0.73 -0.05 -0.02
H -0.13 -0.22 0.27
H -0.73 -0.05 0.00
H 0.16 -0.10 -0.03
H 0.13 0.00 0.00
H 0.09 0.12 -0.36
H -0.09 -0.22 -0.16
H -0.10 -0.23 0.15
H 0.18 0.30 -0.01
H 0.05 0.15 0.31
H 0.16 0.31 -0.06
H 0.31 -0.12 -0.07
H 0.01 0.20 -0.11
H -0.28 0.07 -0.05
H -0.26 0.20 0.01
H 0.26 0.20 0.01
H -0.13 0.00 0.00
H -0.19 0.31 0.00
H 0.10 0.18 -0.29